Computed, not measured: a structure of composition C21H24GeN5O4S3Zn, with the ωB97M-V functional and the def2-TZVPD basis.

ORCA input file:
```
! wB97M-V def2-TZVPD RIJCOSX def2/J DEFGRID3
* xyz -1 1
Zn -0.044 0.747 1.165
N 1.987 -6.732 -0.434
C 1.431 -5.463 -0.638
C 1.852 -4.376 0.129
C 1.335 -3.115 -0.105
C 0.386 -2.926 -1.098
C -0.037 -3.996 -1.867
C 0.487 -5.257 -1.643
S -0.240 -1.300 -1.416
O -1.338 -1.427 -2.326
O 0.892 -0.495 -1.772
N -0.738 -0.765 0.053
C -1.728 -1.449 0.708
N -2.093 -0.884 1.876
C -3.040 -1.486 2.570
C -3.651 -2.657 2.146
C -3.190 -3.165 0.945
N -2.242 -2.587 0.223
H 2.351 -6.884 0.493
H 1.406 -7.496 -0.740
H 2.595 -4.523 0.905
H 1.673 -2.270 0.484
H -0.790 -3.827 -2.625
H 0.158 -6.096 -2.248
H -3.321 -1.010 3.505
H -4.429 -3.141 2.716
H -3.599 -4.085 0.536
C -3.080 2.136 3.241
Ge -1.287 2.944 3.224
C -1.233 4.301 1.812
C -1.069 3.862 4.958
C 0.052 1.565 2.976
H -3.849 2.895 3.397
H -3.153 1.401 4.046
H -3.279 1.625 2.298
H -1.984 5.073 1.993
H -1.420 3.854 0.834
H -0.249 4.770 1.768
H -1.853 4.607 5.115
H -0.103 4.368 5.000
H -1.111 3.140 5.776
H -0.108 0.817 3.760
H 1.047 1.999 3.113
O -0.678 1.609 -4.429
S 0.025 2.673 -3.777
O -0.305 4.024 -4.147
N -0.037 2.515 -2.133
C 1.139 2.319 -1.633
S 1.488 2.206 0.046
C 2.258 2.258 -2.632
C 3.609 2.050 -2.418
C 4.453 2.033 -3.522
C 3.955 2.219 -4.810
C 2.597 2.425 -5.022
C 1.779 2.436 -3.913
H 3.978 1.905 -1.411
H 5.515 1.871 -3.383
H 4.634 2.200 -5.653
H 2.195 2.568 -6.017
*
```

The LUMO energy comes out at 2.433 eV. The orbital gap comes out at 7.85 eV. The energy above the lowest of the compared OMol25 structures with the same formula, charge and spin comes out at 0.0 kcal/mol.



Computed, not measured: an isolated molecule of C4H7NO, with the ωB97M-V functional and the def2-TZVPD basis.

ORCA input file:
```
! wB97M-V def2-TZVPD RIJCOSX def2/J DEFGRID3
* xyz 0 1
C 0.576 -1.594 0.767
C -0.150 -0.368 0.348
N 0.547 0.940 0.127
C -0.560 1.327 -0.829
C -1.244 -0.029 -0.451
O -2.312 -0.500 -0.815
H 1.183 -1.469 1.675
H 1.240 -1.985 -0.023
H -0.163 -2.374 0.977
H 0.577 1.511 0.974
H 1.485 0.933 -0.290
H -0.166 1.311 -1.849
H -1.013 2.298 -0.612
*
```

Its SMILES is CC1=C([O-])C[NH2+]1. The LUMO energy comes out at 0.292 eV. The orbital gap comes out at 7.57 eV. The energy above the lowest of the compared OMol25 structures with the same formula, charge and spin comes out at 70.0 kcal/mol.